The following is a quantum chemistry calculation of one molecule with the formula C7H6 at a distorted geometry, from OMol25.

```
13
Properties=species:S:1:pos:R:3:lowdin_charge:R:1
C -1.25975 -2.82245 -1.96910 0.115
C 2.58746 1.87374 1.59502 0.107
C -1.25343 -1.80292 -1.35309 -0.159
C 1.46378 1.51972 1.33881 -0.113
C 0.12880 1.25281 0.71945 -0.192
C -0.14003 -0.06212 -0.07040 -0.050
C -1.29940 -0.68239 -0.49865 -0.104
H -1.57332 -3.72238 -2.40619 0.019
H 3.58154 1.90850 1.90872 0.012
H -0.09333 1.89223 -0.12824 0.115
H -0.75461 1.34323 1.38176 0.115
H 0.77406 -0.23245 -0.48837 0.071
H -2.16179 -0.46552 -0.02970 0.065
```

Values from the calculation:
**ΔE to the lowest compared entry with this formula, charge and spin**: 272.1 kJ/mol
**SMILES string**: C#C/C=C/CC#C
**Total energy**: -270.132470 a.u.
**HOMO energy**: -8.983 eV

The following is a quantum chemistry calculation of C4H7BNO5S2Tl as an isolated structure at a distorted geometry, from OMol25.

```
21
Properties=species:S:1:pos:R:3:lowdin_charge:R:1
C -2.82250 -1.30178 0.66409 0.229
C -2.02282 -1.23788 -0.39279 -0.035
C -0.96430 -0.98693 -1.58984 -0.180
S 0.50082 -2.12994 -1.49275 0.726
O 0.91309 -2.41306 -2.94079 -0.134
O 0.10650 -3.48512 -0.91072 -0.114
N 1.87546 -1.47779 -0.70447 -0.057
S 1.45809 -0.62661 0.75010 0.730
O 0.40987 -1.32707 1.60650 -0.270
O 2.73528 -0.57703 1.59198 -0.230
B 1.04180 1.21401 0.44477 -0.476
C -0.07272 2.01393 1.32980 -0.211
O 1.78676 1.83493 -0.64712 0.069
H -3.76468 -1.14721 1.32317 0.126
H -0.69925 0.12873 -1.71828 0.126
H -1.54590 -1.27966 -2.55809 0.165
H 0.15293 1.86817 2.45762 0.112
H -1.09669 1.48221 1.15301 0.142
H -0.13504 3.14069 1.00677 -0.147
H 1.15359 2.38422 -1.17090 0.137
Tl 0.98971 3.92318 1.79794 1.290
```

Values from the calculation:
**Net charge**: +2
**Total energy**: -1580.088450 a.u.
**HOMO energy**: -17.644 eV

The following is a quantum chemistry calculation of one molecule with the formula C5H10O2 at a distorted geometry, from OMol25.

```
17
Properties=species:S:1:pos:R:3:lowdin_charge:R:1
O -0.65371 1.80054 -2.24893 -0.052
C -0.41069 1.43874 -0.90267 -0.247
C 0.54837 0.28335 -0.69966 -0.247
C 0.78367 0.08643 1.11465 -0.091
C 0.15669 -1.27953 1.23015 -0.189
C -0.73765 -1.40959 0.00466 -0.193
O 0.08165 -0.96198 -1.07427 -0.090
H 0.19966 1.80772 -2.69903 0.089
H -1.41127 1.21611 -0.49670 0.121
H -0.00260 2.27817 -0.32550 0.119
H 1.53818 0.36911 -0.26662 0.101
H 0.25395 0.91990 1.56215 0.092
H 1.81700 0.09901 1.54748 0.115
H -0.40261 -1.38045 2.15851 0.113
H 0.92121 -2.06362 1.19008 0.118
H -1.63034 -0.77293 0.10792 0.118
H -1.05149 -2.43096 -0.20222 0.124
```

Values from the calculation:
**ΔE to the lowest compared entry with this formula, charge and spin**: 390.1 kJ/mol
**SMILES string**: OC[C@H]1CCCO1
**Total energy**: -346.876846 a.u.
**HOMO energy**: -8.871 eV

The following is a quantum chemistry calculation of a 2-piece molecular cluster, C2HBrN2O2 overall at a distorted geometry, from OMol25.

```
8
Properties=species:S:1:pos:R:3:lowdin_charge:R:1
C -0.24351 1.10133 1.07264 -0.392
C 0.46034 0.89009 -0.10391 -0.577
N -0.97426 1.38879 1.88424 0.184
N -0.45581 -1.26186 -0.48937 -0.301
O -1.58382 -1.29335 -0.83072 0.123
O 0.47899 -1.98210 -0.45437 0.009
Br 2.11650 0.13663 0.12787 0.853
H 0.20157 1.02047 -1.20638 0.101
```

Values from the calculation:
**ΔE to the lowest compared entry with this formula, charge and spin**: 468.9 kJ/mol
**Total energy**: -2910.611029 a.u.
**HOMO energy (spin up / spin down)**: -10.199 / -9.361 eV

The following is a quantum chemistry calculation of C22H60BF10N5O11S2 as an isolated structure at a distorted geometry, from OMol25.

```
111
Properties=species:S:1:pos:R:3:lowdin_charge:R:1
B 16.49968 -3.06200 2.24927 -1.278
F 15.89279 -4.29629 2.41861 0.148
F 17.88073 -3.22028 2.14994 0.126
F 16.03010 -2.42928 1.07612 0.095
F 16.25470 -2.22974 3.38229 0.085
C 21.84245 -1.56185 4.48456 -0.043
C 20.76570 -1.31838 5.53277 -0.282
C 20.87160 0.09140 6.16704 -0.174
O 19.70570 0.15935 6.95600 -0.202
C 19.45397 1.39312 7.60390 -0.094
N 19.46000 -1.44831 4.77576 0.241
H 19.58134 -1.95586 3.88899 0.142
H 18.67604 -1.70516 5.37877 0.170
H 19.11315 -0.52813 4.48371 0.166
H 22.84567 -1.23254 4.76677 0.107
H 21.72146 -1.09375 3.51018 0.080
H 21.93714 -2.64860 4.48025 0.091
H 20.89151 -2.02390 6.34805 0.160
H 20.88297 0.84055 5.36459 0.140
H 21.75997 0.18142 6.79550 0.148
H 18.77782 1.13190 8.42181 0.093
H 19.05263 2.18851 6.97536 0.090
H 20.24455 1.84415 8.21565 0.099
C 12.57631 1.72395 3.50853 -0.043
C 13.65984 0.95782 4.19784 -0.301
C 13.12472 0.19540 5.42158 -0.168
O 14.15544 -0.63557 5.91791 -0.208
C 14.60750 -0.32201 7.23054 -0.067
N 14.35055 -0.01708 3.25533 0.230
H 14.80975 -0.75576 3.81281 0.130
H 13.72304 -0.45509 2.57797 0.169
H 15.06529 0.38848 2.65051 0.167
H 11.72698 1.14879 3.13790 0.100
H 12.89806 2.41238 2.72352 0.096
H 12.13850 2.43598 4.21413 0.105
H 14.50203 1.58938 4.48134 0.159
H 12.35398 -0.51249 5.10477 0.144
H 12.65962 0.86561 6.14375 0.147
H 14.92143 0.72389 7.21810 0.095
H 15.36745 -0.99762 7.61798 0.093
H 13.79789 -0.47927 7.95122 0.100
C 18.62993 -7.40537 0.23394 -0.016
C 17.73683 -6.90445 1.34000 -0.277
C 16.52605 -7.86977 1.50499 -0.222
O 15.71092 -7.55358 2.59414 -0.201
C 14.77800 -8.57539 2.87146 -0.098
N 18.40554 -6.77071 2.68729 0.250
H 17.76068 -6.64162 3.46545 0.159
H 19.03111 -7.55280 2.89036 0.175
H 19.04674 -5.96762 2.64840 0.105
H 18.20834 -7.29827 -0.76068 0.086
H 19.02612 -8.39460 0.47745 0.106
H 19.56774 -6.83609 0.23179 0.085
H 17.17950 -6.00616 1.08504 0.100
H 16.85629 -8.91155 1.64511 0.136
H 15.98340 -7.87054 0.55172 -0.083
H 15.29707 -9.41104 3.34975 0.095
H 14.26793 -8.91754 1.96610 0.100
H 13.96576 -8.28122 3.53551 0.078
C 11.40237 -5.04132 0.39094 -0.021
C 12.29011 -4.34808 1.42155 -0.312
C 12.62691 -5.09431 2.67935 -0.188
O 13.37324 -4.25797 3.52666 -0.196
C 14.00685 -4.92403 4.59985 -0.080
N 13.57722 -3.89587 0.79421 0.230
H 14.02120 -4.60591 0.19115 0.094
H 13.34220 -3.06712 0.25798 0.166
H 14.25833 -3.68688 1.53050 0.104
H 10.39294 -5.30188 0.72135 0.096
H 11.78167 -6.03352 0.14241 0.096
H 11.20851 -4.36514 -0.44052 0.094
H 11.70290 -3.46988 1.70541 0.149
H 13.27154 -5.94369 2.41394 0.136
H 11.75550 -5.51790 3.18520 0.149
H 14.12743 -4.31708 5.49740 0.089
H 14.98858 -5.32253 4.35347 0.077
H 13.35389 -5.74779 4.90446 0.096
C 16.77019 -0.15199 -0.99507 -0.032
C 18.12914 -0.86478 -1.17187 -0.271
C 19.07231 0.00485 -2.00843 -0.173
O 19.34161 1.19461 -1.28917 -0.186
C 19.95580 2.17794 -2.08421 -0.098
N 18.60211 -1.03607 0.24465 0.230
H 19.46642 -1.58803 0.34947 0.107
H 18.71959 -0.09777 0.63078 0.156
H 17.84629 -1.42907 0.81013 0.111
H 16.04156 -0.85734 -0.58859 0.060
H 16.29628 0.15665 -1.92444 0.100
H 16.89492 0.65583 -0.27129 0.083
H 17.94836 -1.81951 -1.66179 0.145
H 18.57819 0.23438 -2.95365 0.142
H 19.99162 -0.55175 -2.20876 0.137
H 20.74795 1.79059 -2.73946 0.100
H 20.64760 2.75952 -1.46597 0.095
H 19.29964 2.84216 -2.64346 0.098
C 17.01115 -5.12543 -1.08592 -0.571
F 18.23182 -5.59761 -1.29076 0.101
F 16.93416 -4.70068 0.20770 0.053
F 16.81153 -4.01842 -1.84127 0.123
S 15.66014 -6.38522 -1.45060 0.570
O 15.77227 -6.80138 -2.81707 -0.234
O 15.84152 -7.47756 -0.53043 -0.228
O 14.49222 -5.55988 -1.18347 -0.313
C 21.37746 -3.94436 -0.35990 -0.658
F 21.83276 -2.85544 -0.98684 0.129
F 20.15467 -4.17683 -0.84479 0.114
F 22.24054 -4.90932 -0.59444 0.176
S 21.20761 -3.61565 1.49352 0.525
O 22.51456 -3.83428 2.07731 -0.287
O 20.79142 -2.19050 1.51174 -0.378
O 20.22296 -4.56380 1.98197 -0.337
```

Values from the calculation:
**Net charge**: +2
**Total energy**: -3795.079167 a.u.
**HOMO energy**: -11.755 eV

The following is a quantum chemistry calculation of one molecule with the formula C4H9NO at a distorted geometry, from OMol25.

```
15
Properties=species:S:1:pos:R:3:lowdin_charge:R:1
C 0.77940 0.90344 -1.89650 -0.356
N 0.53802 -0.15231 -1.01652 0.028
C -0.83903 0.98492 0.74059 -0.066
C -0.44727 -0.30831 0.03768 -0.420
C 0.07020 -1.35661 1.04610 -0.068
O 0.11766 1.86766 -2.14020 0.047
H 1.74425 0.58197 -2.33890 0.127
H 1.39750 -0.58554 -0.72385 0.101
H 0.02134 1.42487 1.26403 0.089
H -1.66224 0.72888 1.42286 0.087
H -1.09733 1.74875 0.02526 0.059
H -1.34450 -0.72806 -0.47591 0.144
H 0.10259 -1.06905 2.10521 0.077
H -0.48799 -2.28034 0.90300 0.070
H 1.10740 -1.76029 1.04717 0.079
```

Values from the calculation:
**ΔE to the lowest compared entry with this formula, charge and spin**: 115.1 kJ/mol
**SMILES string**: CC(C)NC=O
**Total energy**: -287.788606 a.u.
**HOMO energy**: -9.798 eV

The following is a quantum chemistry calculation of an isolated ion of composition C3H6N3O and charge +1 at a distorted geometry, from OMol25.

```
13
Properties=species:S:1:pos:R:3:lowdin_charge:R:1
C -0.94803 -0.86599 0.01271 0.083
C -0.29724 0.37690 0.04798 -0.184
C -0.75239 1.70938 0.09708 0.025
N -0.03534 -1.77634 0.01519 0.134
N 1.18103 -1.23141 0.09204 0.135
N 1.00724 0.05948 0.12986 0.004
O 2.39797 1.01777 -0.14744 -0.115
H -1.91496 -1.14545 -0.18170 0.143
H -0.00975 2.36491 0.44539 0.104
H -1.77791 1.73384 0.47233 0.129
H -0.72859 2.18045 -0.79209 0.079
H -0.24123 -2.74096 -0.22404 0.217
H 2.11919 -1.68258 0.03269 0.246
```

Values from the calculation:
**ΔE to the lowest compared entry with this formula, charge and spin**: 588.3 kJ/mol
**Net charge**: +1
**SMILES string**: Cc1c[nH][nH][n+]1=O
**Total energy**: -356.932679 a.u.
**HOMO energy**: -14.172 eV

The following is a quantum chemistry calculation of C12H26BN2O2P2Pb as an isolated structure at a distorted geometry, from OMol25.

```
46
Properties=species:S:1:pos:R:3:lowdin_charge:R:1
Pb 0.00553 -0.09681 0.85346 1.036
P -2.52419 0.49773 0.25794 0.729
C -2.15202 0.87254 -1.40319 -0.328
C -0.88973 1.34681 -1.91739 -0.359
N 0.26162 1.15076 -1.18894 -0.060
C 1.49496 1.46172 -1.59465 -0.332
C 1.66140 2.20294 -2.76504 -0.028
C 0.50899 2.49199 -3.50706 -0.034
C -0.75626 2.07117 -3.12008 -0.013
C 2.68761 1.10296 -0.67693 -0.276
P 2.57720 -0.40308 0.32885 0.768
H -1.66640 2.28805 -3.67570 0.122
H 2.67170 2.50188 -3.04050 0.119
H 0.62071 3.05463 -4.42024 0.116
H 3.57725 0.88483 -1.27521 0.098
H 2.88442 1.92490 0.03411 0.116
H -2.28647 -1.26485 -3.27900 0.016
H -3.04975 1.07786 -1.98791 0.065
H -0.66139 -3.61616 -1.80420 0.029
O -2.01541 -2.17761 -3.50025 -0.074
H -2.68264 -2.36997 -4.18898 0.057
H -0.34911 -1.88200 1.21005 -0.037
O -0.24149 -4.05646 -1.03435 -0.078
H 0.52191 -3.47214 -0.85699 -0.012
C 2.82514 -1.83559 -0.72915 -0.208
H 3.86066 -1.68244 -1.02993 0.065
H 2.69626 -2.76179 -0.15527 0.072
H 2.14364 -1.82190 -1.58860 0.071
C 3.68655 -0.34588 1.74017 -0.201
H 3.57538 -1.27219 2.31932 0.078
H 4.65142 -0.26793 1.23814 0.063
H 3.44946 0.52783 2.36298 0.075
C -3.07928 1.94040 1.18126 -0.223
H -4.04710 2.12727 0.69975 0.061
H -3.16503 1.69388 2.25105 0.064
H -2.37623 2.77414 1.02282 0.069
C -3.46878 -1.01288 0.52822 -0.217
H -3.61671 -1.16126 1.60953 0.071
H -4.40274 -0.76710 0.01129 0.063
H -2.96553 -1.88399 0.07854 0.061
B -0.00003 -0.00546 5.72851 -0.390
C 0.00597 0.01763 4.21770 -0.221
N 0.02786 0.14718 3.05571 -0.066
H 1.01025 -0.58288 6.00308 0.022
H -1.00947 -0.58284 6.00195 0.023
H -0.00015 1.16416 6.00512 0.029
```

Values from the calculation:
**ΔE to the lowest compared entry with this formula, charge and spin**: 303.7 kJ/mol
**Net charge**: +1
**Total energy**: -1632.870943 a.u.
**HOMO energy**: -10.751 eV